Entry 1:
A molecular structure, C10H6EuNO5. Source: the OMol25 dataset; level of theory: wB97M-V/def2-TZVPD.

XYZ file:
```
23
Properties=species:S:1:pos:R:3:mulliken_charge:R:1
O -1.190 3.118 -5.567 -0.03
C -1.169 2.437 -4.641 0.08
Eu -1.157 2.012 -1.531 1.43
C -1.182 1.564 0.969 0.11
O -1.438 1.401 2.070 -0.07
C -1.187 -0.457 -1.995 -0.07
O -1.400 -1.596 -1.744 -0.15
C 1.545 0.921 -1.993 0.14
O 2.602 0.493 -2.096 -0.04
C -3.988 0.816 -1.772 0.16
O -4.973 0.334 -1.489 -0.05
H -1.205 -0.069 -3.090 0.35
C 2.052 -1.605 2.865 -0.16
C 2.486 -0.401 2.273 -0.88
C 1.611 0.266 1.395 0.09
N 0.438 -0.239 1.061 -0.15
C 0.006 -1.343 1.615 0.03
C 0.778 -2.095 2.509 -0.74
H 2.701 -2.155 3.578 0.40
H 3.472 0.047 2.463 0.39
H 1.839 1.223 0.923 0.43
H -1.005 -1.636 1.290 0.35
H 0.364 -3.035 2.906 0.39
```

* multiplicity: 7
* orbital gap (alpha / beta): 7.09 / 6.13 eV
* F_max: 4.12 eV Å⁻¹
* charge: +2
* molar mass: 372.1 g/mol



Entry 2:
A molecular structure, C29H43N4O9PtTi2. Source: the OMol25 dataset; level of theory: wB97M-V/def2-TZVPD.

XYZ file:
```
88
Properties=species:S:1:pos:R:3:mulliken_charge:R:1
Pt -1.444 13.889 -13.115 0.51
Ti 0.089 11.292 -11.574 0.96
Ti -2.061 10.622 -14.333 0.80
C -5.322 13.314 -8.489 -1.25
C -4.708 13.079 -7.114 -0.67
N -3.404 12.285 -7.089 0.65
C -2.352 13.020 -7.861 -0.83
C -3.011 12.107 -5.619 -0.19
C -2.870 13.420 -4.864 -1.29
C -3.604 10.948 -7.816 -0.11
C -4.659 10.000 -7.259 -1.10
O -4.314 9.635 -5.951 -0.39
C -5.102 8.572 -5.422 -0.90
H -5.725 12.378 -8.892 0.14
H -4.582 13.493 -9.277 0.18
H -6.019 14.144 -8.497 0.49
H -5.360 12.569 -6.409 0.66
H -4.463 14.046 -6.681 0.60
H -1.422 12.466 -7.783 0.41
H -2.276 14.014 -7.422 0.38
H -2.714 13.160 -8.874 -0.14
H -2.081 11.544 -5.687 0.34
H -3.762 11.473 -5.165 0.31
H -3.843 13.866 -4.662 0.35
H -2.156 14.122 -5.291 0.30
H -2.504 13.252 -3.848 0.46
H -2.594 10.532 -7.769 0.35
H -3.776 11.184 -8.865 0.11
H -4.732 9.091 -7.861 0.69
H -5.603 10.562 -7.309 0.30
H -4.514 7.654 -5.429 0.30
H -6.038 8.404 -5.960 0.39
H -5.385 8.809 -4.397 0.32
C -2.674 11.874 -11.868 0.54
O -3.213 12.465 -12.873 -0.46
O -2.501 10.624 -11.817 -0.56
O -1.848 12.615 -11.280 -0.53
O -2.217 6.278 -9.271 -0.58
C -2.243 7.430 -9.639 0.57
N -3.374 8.128 -9.883 -0.08
C -0.910 8.135 -9.836 -0.43
H -3.171 8.924 -10.461 -0.16
H -4.234 7.601 -9.906 0.22
H -0.141 7.403 -10.065 0.39
H -0.572 8.711 -8.973 0.29
H -0.910 8.855 -10.695 -0.33
O 2.259 13.186 -9.390 -0.62
C 1.368 14.028 -9.341 0.73
N 0.582 14.241 -10.405 -0.20
C 1.052 14.635 -7.983 -0.87
H -0.222 14.845 -10.369 0.16
H 0.812 13.753 -11.251 0.03
H 0.456 15.537 -8.137 0.34
H 1.997 14.849 -7.496 0.37
H 0.495 13.907 -7.397 0.12
O -6.374 9.709 -10.064 -0.52
C -6.541 10.070 -11.216 0.65
N -5.478 10.399 -12.003 -0.03
C -7.893 10.262 -11.847 -1.05
H -4.574 10.135 -11.654 -0.18
H -5.501 11.106 -12.715 0.21
H -7.953 10.679 -12.854 0.27
H -8.495 10.982 -11.289 0.20
H -8.394 9.300 -11.968 0.40
C -11.642 14.538 -9.426 -0.66
C -12.667 14.516 -10.322 -0.49
C -12.357 14.309 -11.702 -0.41
C -11.008 14.202 -12.158 0.37
C -9.989 14.407 -11.263 0.48
C -10.313 14.530 -9.881 -0.28
C -8.557 14.530 -11.692 0.42
O -7.724 14.870 -10.887 -0.55
C -8.200 13.879 -12.987 0.09
C -6.929 13.394 -13.244 -0.61
C -6.620 12.713 -14.427 -0.33
C -7.635 12.421 -15.334 -0.57
C -8.930 12.830 -15.009 -0.56
C -9.253 13.453 -13.834 0.70
C -10.694 13.701 -13.531 0.21
O -11.544 13.554 -14.371 -0.54
H -11.967 14.595 -8.393 0.42
H -13.717 14.381 -10.098 0.42
H -13.204 14.262 -12.378 0.51
H -9.447 14.527 -9.228 0.55
H -6.207 13.587 -12.457 0.56
H -5.609 12.394 -14.650 0.38
H -7.461 11.810 -16.207 0.42
H -9.712 12.500 -15.683 0.46
```

* multiplicity: 9
* orbital gap (alpha / beta): 5.34 / 3.89 eV
* F_max: 4.37 eV Å⁻¹
* charge: +3
* molar mass: 882.5 g/mol



Entry 3:
C7H10O2 in the gas phase. Source: the OMol25 dataset; level of theory: wB97M-V/def2-TZVPD.

XYZ file:
```
19
Properties=species:S:1:pos:R:3:mulliken_charge:R:1
C 0.767 2.678 0.069 -0.62
C -1.513 -0.089 1.031 -0.54
C 0.832 1.404 -0.686 -0.57
C -0.406 -0.970 0.684 0.09
C 0.157 1.560 0.760 0.33
C 1.082 0.469 0.471 0.39
C -0.194 -1.817 -0.589 -1.09
O -1.076 1.368 1.184 -0.48
O 2.327 0.208 1.083 -0.53
H 1.632 3.242 0.456 0.18
H 0.170 3.540 -0.413 0.21
H -2.251 -0.112 0.271 0.30
H -2.059 -0.323 1.925 0.29
H 0.709 1.017 -1.673 0.41
H 0.113 -1.541 1.491 0.34
H 0.870 -1.847 -0.902 0.26
H -0.970 -1.301 -1.269 0.30
H -0.551 -2.931 -0.457 0.30
H 1.955 0.033 2.026 0.43
```

* orbital gap: 9.05 eV
* F_max: 6.17 eV Å⁻¹
* molar mass: 126.2 g/mol



Entry 4:
A molecular structure, C26H50NP3RuSe. Source: the OMol25 dataset; level of theory: wB97M-V/def2-TZVPD.

XYZ file:
```
82
Properties=species:S:1:pos:R:3:mulliken_charge:R:1
Ru 0.117 0.206 0.125 -0.79
P 2.276 0.045 -0.601 1.05
P -0.620 2.148 -0.765 1.06
P -0.491 -0.929 -1.895 0.81
H -2.230 -7.855 4.597 0.30
C -1.795 -8.388 3.745 -0.59
C -0.520 -8.807 3.760 -0.43
H 0.128 -8.635 4.625 0.25
C 3.510 0.562 0.619 -0.94
C 2.767 1.190 -1.963 -1.45
C 2.967 -1.577 -1.122 -1.24
C -2.405 2.440 -0.487 -1.28
C 0.112 3.593 0.056 -0.97
C -0.459 2.544 -2.545 -1.35
C -0.321 -2.737 -1.616 -0.92
C 0.495 -0.729 -3.458 -1.58
C -2.175 -0.799 -2.655 -1.09
H -2.461 -8.615 2.905 0.27
H -0.093 -9.372 2.924 0.25
H 3.366 -0.002 1.547 0.55
H 3.394 1.636 0.814 -0.28
H 4.527 0.380 0.243 0.64
H 2.504 2.224 -1.706 0.35
H 2.298 0.936 -2.918 0.35
H 3.858 1.131 -2.090 0.54
H 2.836 -2.289 -0.298 0.43
H 4.043 -1.459 -1.311 0.51
H 2.496 -1.999 -2.015 0.34
H -2.656 3.440 -0.867 0.55
H -2.621 2.395 0.587 0.24
H -3.006 1.686 -1.009 0.33
H -0.164 4.522 -0.461 0.52
H 1.208 3.507 0.062 0.20
H -0.259 3.633 1.087 0.22
H -0.881 3.547 -2.705 0.59
H -1.017 1.830 -3.163 0.32
H 0.593 2.553 -2.854 0.33
H -0.348 -3.261 -2.582 0.51
H -1.140 -3.104 -0.983 0.26
H 0.628 -2.954 -1.111 0.23
H 0.061 -1.386 -4.226 0.58
H 1.545 -1.011 -3.326 0.43
H 0.446 0.302 -3.829 0.31
H -2.134 -1.215 -3.675 0.51
H -2.517 0.243 -2.723 0.33
H -2.913 -1.374 -2.076 0.40
C -2.234 -2.700 1.301 0.25
C -1.105 -3.368 1.799 0.08
C -1.242 -4.667 2.295 -0.69
C -2.493 -5.285 2.340 0.05
C -3.629 -4.600 1.883 -0.89
C -3.504 -3.320 1.358 -0.38
Se -2.191 -0.970 0.503 0.31
H 1.001 -1.055 0.632 -0.16
H -0.134 -2.868 1.763 0.17
H -0.359 -5.207 2.647 0.44
H -2.580 -6.300 2.728 0.11
H -4.612 -5.068 1.929 0.41
H -4.372 -2.788 0.962 0.43
C 1.881 4.787 2.984 -0.73
N 2.587 3.561 2.479 0.48
C 4.052 3.834 2.371 -0.78
C 2.296 2.311 3.307 -0.94
C 0.822 2.042 3.396 0.61
C 0.270 2.487 4.619 -0.81
C -1.091 2.455 4.883 -0.71
C -1.919 1.883 3.927 -1.27
C -1.354 1.335 2.764 0.63
C -0.016 1.426 2.446 0.87
H 2.144 4.939 4.038 0.37
H 0.800 4.676 2.873 0.33
H 2.237 5.639 2.392 0.38
H 2.204 3.363 1.536 -0.54
H 4.444 3.997 3.383 0.42
H 4.551 2.980 1.903 0.31
H 4.194 4.735 1.764 0.38
H 2.858 1.483 2.874 0.32
H 2.734 2.530 4.291 0.54
H 0.950 2.903 5.371 0.42
H -1.499 2.858 5.812 0.47
H -2.996 1.818 4.069 0.49
H -2.025 0.751 2.115 -0.05
```

* multiplicity: 6
* orbital gap (alpha / beta): 6.80 / 3.82 eV
* F_max: 3.53 eV Å⁻¹
* charge: +3
* molar mass: 649.6 g/mol



Entry 5:
C4H5NOS in the gas phase. Source: the OMol25 dataset; level of theory: wB97M-V/def2-TZVPD.

XYZ file:
```
12
Properties=species:S:1:pos:R:3:mulliken_charge:R:1
C -0.333 -0.050 -0.180 0.83
C -1.426 0.690 -0.760 -0.01
C -1.634 2.028 -0.649 -0.80
C 0.525 0.602 0.886 -0.38
H -0.572 -2.610 -1.721 0.36
H -2.182 0.081 -1.268 0.31
H -2.453 2.589 -1.129 0.25
H -0.897 2.688 -0.167 0.15
H 0.269 1.611 1.236 0.21
N -0.019 -1.258 -0.543 -0.38
O -0.874 -1.690 -1.548 -0.36
S 1.885 -0.104 1.465 -0.18
```

* orbital gap: 7.80 eV
* F_max: 2.54 eV Å⁻¹
* structure (SMILES): C=C/C(C=S)=N\O
* molar mass: 115.2 g/mol



Entry 6:
3 unconnected molecules or ions with the total composition C22H40N2O7S. Source: the OMol25 dataset; level of theory: wB97M-V/def2-TZVPD.

XYZ file:
```
72
Properties=species:S:1:pos:R:3:mulliken_charge:R:1
C -2.237 -2.661 -0.743 -0.46
O -1.536 -3.806 -1.345 -0.33
C -0.716 -3.420 -2.502 -0.50
C 0.778 -2.851 -2.144 -0.58
C 1.444 -3.494 -0.772 -0.56
C 1.649 -2.196 0.262 0.22
C 0.718 -1.993 1.604 -0.32
C 1.003 -0.631 2.504 -0.66
C 2.165 0.407 1.983 0.51
N 2.563 1.719 2.622 -0.52
S 3.900 2.410 1.670 0.26
N 4.188 1.284 0.332 -0.51
C 3.138 0.229 0.658 0.43
C 2.841 -1.125 -0.217 -0.44
H -1.828 -2.411 0.350 0.13
H -3.396 -2.894 -0.577 0.18
H -2.197 -1.670 -1.367 0.29
H -1.353 -2.641 -3.127 0.35
H -0.554 -4.348 -3.232 0.27
H 0.703 -1.664 -2.042 0.31
H 1.548 -3.019 -3.042 0.32
H 0.783 -4.332 -0.274 0.33
H 2.507 -3.983 -0.952 0.33
H -0.117 -2.798 1.864 0.40
H 0.335 -0.475 3.475 0.26
H 3.469 -1.336 -1.204 0.24
C -4.549 -5.441 -2.033 -0.81
O -5.723 -4.654 -2.130 -0.27
C -6.117 -4.392 -3.475 -0.57
C -7.642 -4.405 -3.606 -0.30
O -8.233 -5.709 -3.529 -0.47
C -8.184 -6.360 -2.252 -0.24
C -9.075 -5.713 -1.184 -0.56
O -8.515 -4.478 -0.732 -0.25
C -9.499 -3.489 -0.484 -0.83
H -3.675 -4.844 -2.314 0.26
H -4.442 -5.772 -0.997 0.24
H -4.615 -6.330 -2.670 0.43
H -5.690 -5.133 -4.162 0.38
H -5.731 -3.405 -3.743 0.37
H -7.893 -4.032 -4.607 0.41
H -8.116 -3.721 -2.902 0.09
H -7.157 -6.474 -1.910 0.05
H -8.561 -7.373 -2.428 0.42
H -9.139 -6.378 -0.315 0.39
H -10.082 -5.570 -1.590 0.35
H -10.171 -3.374 -1.339 0.37
H -8.989 -2.538 -0.323 0.23
H -10.068 -3.744 0.417 0.32
C 8.329 9.253 1.477 -0.81
O 7.363 8.602 2.286 -0.27
C 6.022 8.850 1.873 -0.56
C 5.159 7.599 2.054 -0.27
O 5.417 6.557 1.103 -0.46
C 6.680 5.888 1.214 -0.33
C 6.816 5.007 2.463 -0.16
O 6.980 5.808 3.636 -0.29
C 6.302 5.275 4.761 -0.79
H 8.323 10.328 1.682 0.33
H 9.312 8.845 1.720 0.23
H 8.139 9.074 0.414 0.36
H 5.985 9.165 0.822 0.35
H 5.632 9.661 2.494 0.39
H 4.113 7.890 1.888 0.41
H 5.207 7.216 3.073 0.07
H 7.505 6.592 1.121 0.09
H 6.740 5.233 0.339 0.47
H 7.712 4.382 2.369 0.42
H 5.941 4.355 2.543 -0.03
H 5.257 5.055 4.527 0.33
H 6.322 6.025 5.553 0.24
H 6.812 4.372 5.113 0.33
```

* orbital gap: 6.73 eV
* F_max: 7.39 eV Å⁻¹
* structure (SMILES): COCCCc1ccc2nsnc2c1.COCCOCCOC.COCCOCCOC
* molar mass: 476.6 g/mol



Which value of F_max does entry 6 give? 7.39 eV Å⁻¹



The highest F_max belongs to which entry? C22H40N2O7S



F_max of number 3 (C7H10O2)? 6.17 eV Å⁻¹



Look up the F_max of the second one. 4.37 eV Å⁻¹